C5H7N | ωB97M-V with the def2-TZVPD basis set

Results
- Kohn-Sham gap: 10.99 eV
- Energy above the lowest of the compared OMol25 structures with the same formula, charge and spin: 2.699 eV
- Lowest unoccupied orbital energy: 0.0433 hartree
- Highest occupied orbital energy: -9.81 eV
- E_tot: -6785.8134 eV
- SMILES: C#CC/N=C/C

Geometry (Å):
C: -1.754 -1.065 0.800
C: -1.114 -0.062 -0.104
N: -0.279 0.766 0.363
C: 0.656 1.345 -0.591
C: 1.887 0.563 -0.387
C: 2.789 -0.183 -0.103
H: -1.297 -0.965 1.787
H: -2.842 -0.996 0.874
H: -1.505 -2.054 0.397
H: -1.284 -0.170 -1.189
H: 0.834 2.402 -0.369
H: 0.322 1.258 -1.639
H: 3.587 -0.840 0.161